Formula: C14H13Cl5N3O4PtSSbSe4
Source: the OMol25 dataset
Level of theory: the ωB97M-V functional and the def2-TZVPD basis

**E**: -13671.09379 Eh
**M**: 1129.285 g mol⁻¹
**E_HOMO**: -0.059 Eh
**Relative energy (zero: lowest compared OMol25 entry of this formula, charge and spin)**: 0.000 eV
**E_LUMO**: 0.1229 hartree

Structure (ORCA input):
```
! RIJCOSX wB97M-V def2-TZVPD def2/J DEFGRID3
* xyz -2 1
Pt 0.056 -0.632 -0.474
Cl 0.108 2.690 -0.843
C -0.098 2.127 0.796
C -0.187 0.752 1.019
C -0.356 0.384 2.365
Cl -0.391 -1.296 2.776
C -0.473 1.316 3.393
Cl -0.728 0.807 5.031
C -0.357 2.677 3.118
Cl -0.423 3.838 4.400
C -0.158 3.085 1.806
Cl 0.011 4.771 1.456
C 2.894 0.755 4.587
C 4.413 0.745 4.637
S 5.165 0.643 3.027
O 6.596 0.758 3.189
O 4.474 1.553 2.152
C 4.842 -1.034 2.513
C 5.217 -1.271 1.052
N 4.209 -0.743 0.136
C 2.919 -1.166 0.168
N 2.129 -0.303 -0.458
C 2.906 0.712 -0.912
C 4.196 0.457 -0.555
N 5.346 1.193 -0.924
O 5.171 2.271 -1.460
O 6.451 0.706 -0.704
C 2.464 -2.438 0.770
H 2.486 0.968 5.574
H 2.474 -0.195 4.255
H 2.551 1.531 3.903
H 4.838 -0.058 5.240
H 4.807 1.693 5.014
H 3.792 -1.263 2.689
H 5.466 -1.651 3.160
H 5.276 -2.347 0.890
H 6.182 -0.837 0.815
H 2.514 1.537 -1.479
H 3.292 -3.125 0.943
H 1.737 -2.917 0.107
H 1.921 -2.265 1.701
Se -0.561 -4.727 0.937
Sb -1.480 -3.546 -0.994
Se -2.301 -1.224 -0.381
Se 0.416 -2.399 -2.209
Se -3.007 -4.793 -2.398
*
```

Atomic partial charges in e from the natural (NBO) method, atoms 1 to 2:
1 Pt 0.42
2 Cl -0.01

---

Formula: C14H13ClN2O3
Source: the OMol25 dataset
Level of theory: the ωB97M-V functional and the def2-TZVPD basis

**E**: -1336.74807 Eh
**M**: 292.722 g mol⁻¹
**E_HOMO**: -0.320 Eh
**Relative energy (zero: lowest compared OMol25 entry of this formula, charge and spin)**: 0.000 eV
**SMILES**: O=C(NCc1ccco1)C(=O)NCc1ccccc1Cl
**E_LUMO**: 0.0283 hartree

Structure (ORCA input):
```
! RIJCOSX wB97M-V def2-TZVPD def2/J DEFGRID3
* xyz 0 1
O -0.181 -0.694 -2.179
C 0.685 -1.044 -1.396
N 1.028 -2.302 -1.106
C 0.326 -3.465 -1.606
C -0.458 -4.133 -0.524
C -1.636 -3.797 0.076
C -1.864 -4.776 1.074
C -0.807 -5.629 1.007
O 0.051 -5.247 0.048
C 1.533 -0.031 -0.619
O 2.395 -0.381 0.166
N 1.200 1.228 -0.921
C 1.738 2.388 -0.248
C 0.640 3.258 0.301
C 0.452 4.548 -0.179
C -0.563 5.353 0.307
C -1.418 4.871 1.283
C -1.253 3.588 1.773
C -0.231 2.790 1.283
Cl -0.042 1.190 1.920
H 1.743 -2.415 -0.395
H 1.045 -4.176 -2.023
H -0.343 -3.104 -2.393
H -2.259 -2.961 -0.168
H -2.698 -4.832 1.742
H -0.560 -6.511 1.564
H 0.442 1.342 -1.583
H 2.373 2.005 0.558
H 2.357 2.966 -0.943
H 1.117 4.925 -0.942
H -0.687 6.353 -0.078
H -2.214 5.491 1.665
H -1.911 3.200 2.534
*
```

Atomic partial charges in e from the natural (NBO) method, atoms 1 to 2:
1 O -0.63
2 C 0.58

---

Formula: C14H13ClN2O4
Source: the OMol25 dataset
Level of theory: the ωB97M-V functional and the def2-TZVPD basis

**E**: -1411.81015 Eh
**M**: 308.721 g mol⁻¹
**E_HOMO**: -0.347 Eh
**Relative energy (zero: lowest compared OMol25 entry of this formula, charge and spin)**: 0.000 eV
**SMILES**: CC(C)(C)C(=O)/C(C#N)=C(\O)c1ccc(Cl)cc1[N+](=O)[O-]
**E_LUMO**: -0.0315 hartree

Structure (ORCA input):
```
! RIJCOSX wB97M-V def2-TZVPD def2/J DEFGRID3
* xyz 0 1
C -1.614 -1.794 -1.267
C -2.651 -0.797 -0.621
C -3.865 -1.612 -0.115
C -3.082 0.197 -1.694
C -2.050 0.038 0.565
O -2.813 0.727 1.225
C -0.660 -0.093 0.943
C -0.345 -1.201 1.794
N -0.075 -2.056 2.545
C 0.290 0.823 0.462
O -0.178 1.790 -0.365
C 1.767 0.838 0.734
C 2.212 0.568 2.035
C 3.568 0.559 2.289
C 4.548 0.761 1.305
Cl 6.240 0.825 1.640
C 4.120 1.083 0.042
C 2.745 1.090 -0.267
N 2.459 1.318 -1.617
O 2.456 0.350 -2.353
O 2.275 2.461 -1.961
H -1.291 -2.548 -0.545
H -0.714 -1.275 -1.613
H -2.069 -2.264 -2.140
H -4.676 -1.018 0.365
H -4.278 -2.212 -0.903
H -3.578 -2.337 0.676
H -3.770 0.913 -1.222
H -3.615 -0.348 -2.512
H -2.250 0.746 -2.130
H 0.522 2.338 -0.726
H 1.499 0.403 2.818
H 3.982 0.437 3.305
H 4.892 1.290 -0.689
*
```

Atomic partial charges in e from the natural (NBO) method, atoms 1 to 2:
1 C -0.61
2 C -0.14

---

Formula: C14H13FeNS
Source: the OMol25 dataset
Level of theory: the ωB97M-V functional and the def2-TZVPD basis

**E**: -2257.74148 Eh
**M**: 283.177 g mol⁻¹
**E_HOMO (spin up / spin down)**: -0.196 / -0.289 Eh
**Relative energy (zero: lowest compared OMol25 entry of this formula, charge and spin)**: 0.074 eV
**E_LUMO (spin up / spin down)**: -0.0037 / 0.0009 hartree
**<S²>**: 6.115

Structure (ORCA input):
```
! RIJCOSX wB97M-V def2-TZVPD def2/J DEFGRID3
* xyz 0 5
Fe -0.454 -0.329 0.273
C -1.656 -1.569 -0.984
H -2.517 -1.150 -0.445
H -1.926 -1.761 -2.038
H -1.393 -2.502 -0.481
H -0.609 -1.038 -1.076
H 0.739 -1.383 -0.127
S 1.040 2.210 3.108
C 0.870 3.310 1.722
C 1.305 4.630 1.659
C 1.227 5.287 0.408
C 0.826 4.589 -0.761
C 0.464 3.237 -0.699
C 0.484 2.593 0.557
N 0.267 1.231 0.850
C 0.480 0.889 2.171
C 0.316 -0.468 2.631
C 0.497 -0.851 3.987
C 0.340 -2.200 4.319
C 0.007 -3.158 3.346
C -0.164 -2.807 1.989
C 0.079 -1.476 1.608
H 1.758 5.039 2.588
H 1.530 6.328 0.287
H 0.852 5.146 -1.710
H 0.173 2.695 -1.615
H 0.864 -0.107 4.709
H 0.559 -2.556 5.335
H -0.055 -4.217 3.618
H -0.432 -3.572 1.250
*
```

Atomic partial charges in e from the natural (NBO) method, atoms 1 to 2:
1 Fe 0.96
2 C -0.90

---

Formula: C14H13HfNS
Source: the OMol25 dataset
Level of theory: the ωB97M-V functional and the def2-TZVPD basis

**E**: -1041.51701 Eh
**M**: 405.822 g mol⁻¹
**E_HOMO**: -0.566 Eh
**Relative energy (zero: lowest compared OMol25 entry of this formula, charge and spin)**: 1.051 eV
**E_LUMO**: -0.3549 hartree

Structure (ORCA input):
```
! RIJCOSX wB97M-V def2-TZVPD def2/J DEFGRID3
* xyz 2 1
Hf -1.062 0.973 -1.273
C -2.885 0.712 -2.496
H -3.797 0.104 -2.307
H -3.276 1.754 -2.638
H -2.556 0.398 -3.498
H 0.120 2.244 -1.968
H 0.391 2.189 -1.193
S 1.570 -1.276 1.817
C 0.828 0.010 2.783
C 1.123 0.344 4.109
C 0.409 1.396 4.704
C -0.552 2.107 3.968
C -0.824 1.783 2.624
C -0.130 0.727 2.053
N -0.261 0.268 0.700
C 0.541 -0.821 0.485
C 0.672 -1.361 -0.836
C 1.728 -2.235 -1.194
C 1.911 -2.565 -2.527
C 1.018 -2.101 -3.497
C -0.071 -1.290 -3.155
C -0.235 -0.889 -1.831
H 1.887 -0.212 4.652
H 0.602 1.661 5.746
H -1.097 2.922 4.445
H -1.552 2.317 2.007
H 2.402 -2.603 -0.415
H 2.749 -3.206 -2.821
H 1.163 -2.371 -4.548
H -0.815 -0.982 -3.898
*
```

Atomic partial charges in e from the natural (NBO) method, atoms 1 to 2:
1 Hf 2.22
2 C -1.23

---

Formula: C14H13NO2
Source: the OMol25 dataset
Level of theory: the ωB97M-V functional and the def2-TZVPD basis

**E**: -746.28477 Eh
**M**: 227.263 g mol⁻¹
**E_HOMO**: -0.338 Eh
**Relative energy (zero: lowest compared OMol25 entry of this formula, charge and spin)**: 7.849 eV
**SMILES**: [H]/N=C(/C)CC1=CC(=O)c2c(C)cccc2C1=O
**E_LUMO**: -0.0459 hartree

Structure (ORCA input):
```
! RIJCOSX wB97M-V def2-TZVPD def2/J DEFGRID3
* xyz 0 1
H -1.669 0.612 1.944
N -1.298 0.329 2.872
C -1.194 -0.983 2.945
C -0.691 -1.705 4.275
C -1.614 -1.947 1.701
C -0.787 -1.474 0.417
C 0.609 -1.748 0.258
C 1.316 -1.162 -1.070
O 2.196 -1.800 -1.692
C 0.752 0.277 -1.535
C 1.622 1.404 -2.135
C 3.193 1.155 -2.292
C 0.945 2.763 -2.546
C -0.577 3.039 -2.383
C -1.440 1.906 -1.776
C -0.783 0.577 -1.353
C -1.621 -0.623 -0.676
O -2.809 -0.899 -0.994
H 0.254 -2.308 4.044
H -0.537 -0.938 5.120
H -1.513 -2.447 4.609
H -2.730 -1.710 1.517
H -1.472 -3.045 1.967
H 1.232 -2.326 1.015
H 3.403 1.052 -3.414
H 3.582 0.261 -1.703
H 3.725 2.092 -1.872
H 1.562 3.635 -2.974
H -1.084 4.016 -2.659
H -2.571 1.995 -1.611
*
```

Atomic partial charges in e from the natural (NBO) method, atoms 1 to 2:
1 H 0.33
2 N -0.63